Here is a structure of composition C24H40Br42NP at a distorted geometry from the OMol25 dataset. Energies are from wB97M-V/def2-TZVPD.

E_LUMO   -0.38 eV
HOMO-LUMO gap   7.472 eV
Total charge   0
E   -109442.74548 Eh
Strongest force on any atom   2.73 eV/Å

XYZ file:
```
108
C24H40Br42NP wB97M-V/def2-TZVPD
Br 4.76033 -9.54254 5.95495
Br 0.36143 -9.01709 -2.90245
Br 1.87665 -9.47987 3.94361
Br -2.97587 4.89881 3.41922
Br 13.45384 -5.56864 3.74474
Br -10.22045 10.70696 -5.64947
Br -3.99853 10.65271 -1.66785
Br 5.74141 -11.99310 1.97801
Br -0.80777 -7.98991 4.92265
Br 7.72572 -8.66925 3.51601
Br 13.47483 -5.71019 6.96402
Br -5.56379 -1.29164 -2.23038
Br 2.33459 -0.92967 -4.55020
Br 0.96295 -6.72339 2.54678
Br -2.06216 2.14232 4.81605
Br -1.47136 7.26468 -1.58323
Br -10.35633 12.24403 -2.82042
Br 4.14653 -5.29275 4.11760
Br 8.92521 -12.04031 1.48259
Br -1.17750 -6.20423 -2.57975
Br 12.66607 -2.96807 5.47711
Br 7.28034 -14.80595 1.65531
Br 2.00630 -6.25145 -3.07518
Br 4.28241 -6.82982 1.28854
Br -7.67922 -0.81177 -4.61342
Br -1.33548 5.72761 -4.41229
Br 6.33140 -4.42273 1.91451
Br 3.97946 1.83597 -4.72292
Br -4.84507 10.01983 -5.14467
Br -1.27588 11.09820 -3.33319
Br -4.74658 3.63228 5.79509
Br -6.89406 7.61275 -5.77064
Br -6.80176 1.64315 -2.71929
Br 7.58984 -7.13218 6.34507
Br -8.17146 13.11404 -5.02351
Br 3.07874 -7.41628 7.69723
Br 2.34074 -10.55036 7.82954
Br -7.02994 9.14982 -2.94158
Br 0.71351 8.13470 -3.78633
Br 9.77472 -6.26216 4.14198
Br 0.79566 1.88319 -4.22749
Br -2.21456 13.28859 -1.16402
P -1.87069 1.14744 -0.63023
N 2.63129 -3.71348 -0.63808
C 0.80319 -0.13006 -0.72401
C -4.16369 1.65696 1.23575
C -4.60321 5.71243 -2.80182
C 0.48385 -7.17434 -2.29140
C 4.55078 -5.14355 2.22066
C -9.95208 12.39322 -4.71736
C 13.74253 -4.58647 5.39894
C 7.40276 -12.96321 2.26637
C -2.95959 3.85116 5.05814
C 2.45701 0.91307 -3.93914
C -3.07695 3.64215 -1.77894
C -4.56509 4.16490 -2.25960
C -1.06711 7.41388 -3.48018
C -6.25467 -0.03246 -3.54233
C 1.93908 -2.54342 -1.36805
C 3.75596 -9.23693 7.59255
C 0.97923 -7.77104 4.18570
C 7.99410 -6.98298 4.44812
C -2.56028 1.89332 0.98655
C -2.20484 11.40557 -1.65193
C -3.18704 1.97399 -1.73954
C -6.62569 9.29902 -4.83853
C -0.40938 0.32512 0.33421
C 1.47438 -1.50744 -0.14006
H 2.43049 -1.24754 0.51869
H -2.70461 4.09611 -0.76614
H 0.12664 1.08574 1.08188
H -7.33772 10.01516 -5.26181
H -4.73831 2.43540 0.53849
H -4.29596 1.60513 -1.55024
H -5.37557 3.98974 -1.41235
H -5.43166 0.20083 -4.22589
H -2.28874 3.04741 1.10828
H -0.84995 1.93880 -1.32814
H 0.41704 -0.20735 -1.83896
H 14.79175 -4.27324 5.40584
H 2.62480 0.88079 -2.85755
H -1.77914 8.13002 -3.90347
H 7.57055 -12.99549 3.34795
H 2.62611 -4.52363 -1.29588
H 2.68996 -2.02637 -2.11409
H 3.83875 -4.42741 1.79737
H -4.53363 0.56490 0.98095
H -2.22943 -0.11563 -1.22233
H 1.56122 -7.20559 4.92094
H -4.27207 6.41751 -1.92080
H 0.72279 -2.09265 0.54150
H -2.32688 3.89425 -2.66659
H 0.65165 -7.20663 -1.20981
H -2.37759 4.41661 5.79337
H 1.67164 0.68690 -0.75046
H -4.51484 1.86266 2.35503
H -4.90951 3.47459 -3.17026
H -0.79871 -0.56726 0.98889
H -3.94340 5.87721 -3.77113
H 3.60172 -3.35104 -0.46511
H -2.93954 1.63906 -2.85843
H 7.28206 -6.26684 4.02483
H -1.99843 1.34489 1.88580
H -1.64304 10.87678 -0.87490
H 0.93092 -2.88759 -1.87352
H -5.72903 6.01765 -3.05478
H 4.45505 -9.36639 8.42534
H -10.66411 13.10936 -5.14065
```

Here are the Löwdin charges for atoms 1 to 99, given in e: atom 1 (Br): 0.491, atom 2 (Br): 0.564, atom 3 (Br): 0.526, atom 4 (Br): 0.568, atom 5 (Br): 0.534, atom 6 (Br): 0.576, atom 7 (Br): 0.510, atom 8 (Br): 0.539, atom 9 (Br): 0.562, atom 10 (Br): 0.521, atom 11 (Br): 0.552, atom 12 (Br): 0.550, atom 13 (Br): 0.596, atom 14 (Br): 0.523, atom 15 (Br): 0.573, atom 16 (Br): 0.580, atom 17 (Br): 0.558, atom 18 (Br): 0.562, atom 19 (Br): 0.546, atom 20 (Br): 0.556, atom 21 (Br): 0.550, atom 22 (Br): 0.556, atom 23 (Br): 0.601, atom 24 (Br): 0.527, atom 25 (Br): 0.559, atom 26 (Br): 0.618, atom 27 (Br): 0.587, atom 28 (Br): 0.567, atom 29 (Br): 0.528, atom 30 (Br): 0.554, atom 31 (Br): 0.555, atom 32 (Br): 0.562, atom 33 (Br): 0.631, atom 34 (Br): 0.536, atom 35 (Br): 0.569, atom 36 (Br): 0.561, atom 37 (Br): 0.557, atom 38 (Br): 0.531, atom 39 (Br): 0.545, atom 40 (Br): 0.539, atom 41 (Br): 0.546, atom 42 (Br): 0.565, atom 43 (P): 0.732, atom 44 (N): -0.059, atom 45 (C): -0.269, atom 46 (C): -0.164, atom 47 (C): -0.172, atom 48 (C): -1.587, atom 49 (C): -1.576, atom 50 (C): -1.589, atom 51 (C): -1.602, atom 52 (C): -1.606, atom 53 (C): -1.591, atom 54 (C): -1.598, atom 55 (C): -0.248, atom 56 (C): -0.305, atom 57 (C): -1.570, atom 58 (C): -1.585, atom 59 (C): -0.283, atom 60 (C): -1.569, atom 61 (C): -1.585, atom 62 (C): -1.590, atom 63 (C): -0.387, atom 64 (C): -1.579, atom 65 (C): -0.419, atom 66 (C): -1.584, atom 67 (C): -0.402, atom 68 (C): -0.210, atom 69 (H): 0.118, atom 70 (H): 0.089, atom 71 (H): 0.098, atom 72 (H): -0.095, atom 73 (H): 0.073, atom 74 (H): 0.010, atom 75 (H): 0.095, atom 76 (H): -0.019, atom 77 (H): 0.062, atom 78 (H): 0.031, atom 79 (H): 0.074, atom 80 (H): -0.025, atom 81 (H): -0.047, atom 82 (H): -0.053, atom 83 (H): -0.022, atom 84 (H): -0.049, atom 85 (H): 0.048, atom 86 (H): -0.047, atom 87 (H): 0.083, atom 88 (H): 0.028, atom 89 (H): -0.072, atom 90 (H): 0.045, atom 91 (H): 0.102, atom 92 (H): 0.043, atom 93 (H): -0.032, atom 94 (H): -0.025, atom 95 (H): 0.108, atom 96 (H): 0.071, atom 97 (H): 0.053, atom 98 (H): 0.081, atom 99 (H): 0.025

---

Here is a cluster of 8 separate species, C24H40ClN8O3 in total at a distorted geometry from the OMol25 dataset. Energies are from wB97M-V/def2-TZVPD.

E_LUMO   1.79 eV
HOMO-LUMO gap   6.161 eV
Total charge   -1
E   -2062.44339 Eh
Strongest force on any atom   1.55 eV/Å

XYZ file:
```
76
C24H40ClN8O3 wB97M-V/def2-TZVPD
Cl 0.32428 -3.81903 -1.91718
O 4.09379 -3.75018 -1.44493
O 1.55180 -2.48668 -0.06671
O 2.56980 -5.18864 -0.68184
N -2.23568 -3.16544 1.58856
N -6.91788 2.48009 1.06610
N -2.80473 1.37539 1.10801
N -0.50820 5.80380 3.57512
N 2.56837 2.81879 1.09390
N -4.76247 -1.95041 -1.86185
N -0.25924 1.99480 4.30229
N 2.27003 -1.96485 -2.28086
C 2.04169 -2.94209 -4.50071
C 2.01747 -0.48922 -4.27769
C 3.42382 -0.49582 -4.89790
C 2.16429 0.35860 -1.10929
C 1.61520 -1.79570 -3.56226
C 1.50314 3.24771 1.20143
C -3.41495 3.35066 2.69830
C 2.94031 -4.09136 -1.15981
C 0.46671 5.94582 4.16710
C 0.14393 -3.33962 2.62857
C 1.44761 0.14915 4.99231
C -3.07565 2.24587 1.80937
C 0.63430 0.22949 -1.05514
C 0.49325 1.18478 4.61560
C 1.70251 6.12613 4.91713
C -3.47453 -4.09769 -1.14852
C 0.13168 3.72677 1.32996
C -1.19703 -3.25740 2.07060
C -0.13397 1.19791 -1.97286
C -4.19402 -2.89635 -1.54316
C 2.97392 -0.85265 -1.70353
C -6.59149 0.24415 -0.21939
C 1.82163 -2.97836 -1.37711
C -6.78851 1.49469 0.49714
H 2.49325 5.52744 4.46877
H 1.88302 -2.68364 -5.54305
H -2.67540 -3.84131 -0.46237
H 1.45821 -3.83854 -4.32151
H 3.83406 0.50707 -4.78917
H 1.92655 -0.24807 4.09963
H -3.38697 3.01232 3.73157
H 1.55523 5.81082 5.94769
H 3.06927 -3.21237 -4.31362
H 2.20835 0.56886 5.64669
H 1.31750 -0.42852 -5.10609
H -0.00840 4.20182 2.30276
H 3.55879 -1.25057 -0.88653
H 2.35110 -2.68380 0.42570
H -2.69943 4.16209 2.57281
H 0.73484 -4.04713 2.04868
H -7.10651 -0.56240 0.29704
H 0.61595 -2.36139 2.57903
H 1.83568 0.38729 -3.67106
H -6.98487 0.33140 -1.22941
H 0.25991 -0.76567 -1.24588
H 0.09515 -3.66981 3.66525
H 0.44565 2.07196 -2.25376
H -4.15854 -4.78841 -0.65934
H 4.10641 -1.15728 -4.38541
H -5.52905 0.01215 -0.26892
H 3.72279 -0.45031 -2.37138
H 0.52872 -1.76784 -3.53414
H 1.99340 7.17414 4.90044
H 0.32449 0.47826 -0.04373
H 2.52970 0.57958 -0.11839
H -4.41601 3.71193 2.46700
H -3.05067 -4.57644 -2.02962
H -1.09131 1.46767 -1.54712
H 3.40315 -0.68345 -5.96075
H 2.40012 1.24425 -1.69583
H 0.93196 -0.65547 5.51245
H -0.55168 2.88242 1.24462
H -0.09018 4.44782 0.54487
H -0.37539 0.68007 -2.89871
```

What are the Löwdin partial charges on each atom? They are as follows, in elementary charge units: atom 1 (Cl): 0.734, atom 2 (O): -0.027, atom 3 (O): -0.062, atom 4 (O): -0.092, atom 5 (N): 0.147, atom 6 (N): 0.111, atom 7 (N): 0.146, atom 8 (N): 0.147, atom 9 (N): 0.132, atom 10 (N): 0.128, atom 11 (N): 0.153, atom 12 (N): -0.096, atom 13 (C): -0.068, atom 14 (C): -0.207, atom 15 (C): -0.107, atom 16 (C): -0.171, atom 17 (C): -0.392, atom 18 (C): -0.271, atom 19 (C): -0.069, atom 20 (C): -0.737, atom 21 (C): -0.255, atom 22 (C): -0.063, atom 23 (C): -0.063, atom 24 (C): -0.295, atom 25 (C): -0.237, atom 26 (C): -0.261, atom 27 (C): -0.057, atom 28 (C): -0.088, atom 29 (C): -0.088, atom 30 (C): -0.245, atom 31 (C): -0.109, atom 32 (C): -0.264, atom 33 (C): -0.161, atom 34 (C): -0.087, atom 35 (C): -0.732, atom 36 (C): -0.293, atom 37 (H): 0.086, atom 38 (H): 0.070, atom 39 (H): 0.013, atom 40 (H): 0.041, atom 41 (H): 0.066, atom 42 (H): 0.082, atom 43 (H): 0.078, atom 44 (H): 0.083, atom 45 (H): 0.082, atom 46 (H): 0.080, atom 47 (H): 0.105, atom 48 (H): 0.002, atom 49 (H): 0.105, atom 50 (H): 0.095, atom 51 (H): 0.056, atom 52 (H): 0.087, atom 53 (H): 0.081, atom 54 (H): 0.069, atom 55 (H): 0.075, atom 56 (H): 0.079, atom 57 (H): 0.081, atom 58 (H): 0.076, atom 59 (H): 0.061, atom 60 (H): 0.081, atom 61 (H): 0.069, atom 62 (H): 0.052, atom 63 (H): 0.101, atom 64 (H): 0.100, atom 65 (H): 0.082, atom 66 (H): 0.082, atom 67 (H): 0.062, atom 68 (H): 0.069, atom 69 (H): 0.077, atom 70 (H): 0.048, atom 71 (H): 0.062, atom 72 (H): 0.084, atom 73 (H): 0.081, atom 74 (H): 0.048, atom 75 (H): 0.089, atom 76 (H): 0.055

---

Number 2 is which compound?
C24H40ClN8O3

---

E of number 1 (C24H40Br42NP)?
-109442.74548 Eh

---

Look up the strongest force on any atom of the first one.
2.73 eV/Å

---

Which value of E_LUMO does entry 1 give?
-0.38 eV